[1]
{"formula": "C4H9ClO2S", "method": "ωB97M-V/def2-TZVPD", "symbols": ["C", "C", "C", "C", "O", "H", "H", "H", "H", "H", "H", "H", "H", "O", "S", "Cl", "H"], "positions_angstrom": [[0.46394, -0.63629, -1.25128], [0.72793, 0.02182, -0.12363], [1.06098, -0.74663, 1.07095], [0.63882, 1.50644, 0.08029], [0.57714, 2.20686, -1.09784], [0.25512, -0.29055, -2.28667], [0.73061, -1.65719, -1.44167], [2.03454, -1.04545, 0.95964], [0.54400, -1.65346, 1.34164], [1.01094, -0.18186, 2.00590], [-0.24624, 1.58054, 0.72220], [1.56898, 2.03081, 0.54919], [0.88224, 1.61195, -1.81407], [-1.95092, -1.45537, 0.68417], [-2.29122, 0.14326, 0.87891], [-4.05923, 0.34683, 0.01255], [-1.94764, -1.78171, -0.29027]], "forces_ev_per_angstrom": [[0.6, 0.5, -2.1], [-0.6, -0.2, -0.7], [-0.9, 0.1, 2.2], [2.0, 0.2, 0.7], [-0.9, 0.3, -2.2], [-0.1, 0.9, 1.0], [-0.2, -0.9, 1.0], [2.8, -0.7, 0.0], [-0.7, -0.3, -0.7], [0.1, 0.4, -0.2], [0.1, 0.9, -0.1], [-1.4, -1.8, 0.4], [-0.3, 0.6, 0.5], [-0.6, -0.8, -1.6], [0.7, -0.8, -0.1], [-0.9, 0.1, -0.3], [0.3, 1.3, 2.1]], "nbo_charge": [-0.484, 0.021, -0.668, -0.098, -0.714, 0.197, 0.203, 0.229, 0.239, 0.215, 0.191, 0.183, 0.474, -0.859, 0.539, -0.167, 0.500], "max_force_ha_per_bohr": 0.0560, "homo_lumo_gap_ha": 0.3433, "spin_multiplicity": 1, "lumo_energy_ev": 0.5, "homo_energy_ev": -8.83, "smiles": "C=C(C)CO.OSCl", "e_above_lowest_ev": 1.807}

=====

[2]
{"formula": "C4H9ClS", "method": "ωB97M-V/def2-TZVPD", "symbols": ["C", "C", "C", "C", "S", "Cl", "H", "H", "H", "H", "H", "H", "H", "H", "H"], "positions_angstrom": [[0.43110, 1.36962, 1.42928], [0.02322, 0.88224, -1.03866], [-0.09794, -2.14465, -0.66090], [0.21024, 0.38503, 0.34195], [-0.33431, -1.15039, 0.83110], [2.79125, -0.33513, 0.03995], [-0.49578, 1.90091, 1.65753], [1.17327, 2.10020, 1.11746], [0.78009, 0.87585, 2.33134], [0.64641, 1.75602, -1.21022], [-1.02409, 1.17672, -1.15989], [0.26000, 0.13895, -1.79233], [-0.81366, -1.87431, -1.42948], [-0.23449, -3.18213, -0.37064], [0.93418, -1.96606, -0.96763]], "forces_ev_per_angstrom": [[0.1, 0.0, 0.3], [0.3, 0.1, -0.3], [-0.1, 0.3, 0.2], [0.8, -0.9, 0.1], [0.2, 0.2, -0.2], [-1.1, 0.4, 0.0], [-0.1, 0.0, -0.1], [0.0, 0.0, 0.0], [0.0, 0.0, 0.0], [0.0, 0.0, 0.0], [-0.1, 0.0, 0.1], [0.0, 0.0, 0.0], [0.0, -0.1, -0.1], [0.0, 0.0, 0.1], [0.0, 0.0, 0.0]], "nbo_charge": [-0.713, -0.719, -0.765, 0.169, 0.453, -0.673, 0.241, 0.262, 0.252, 0.250, 0.243, 0.253, 0.224, 0.245, 0.279], "max_force_ha_per_bohr": 0.0230, "homo_lumo_gap_ha": 0.2806, "spin_multiplicity": 1, "lumo_energy_ev": -1.0, "homo_energy_ev": -8.64, "e_above_lowest_ev": 1.131}